60
Properties=species:S:1:pos:R:3 method="wB97M-V/def2-TZVPD" largest_force_ev_per_a=0.51 homo_ev="-10.643 / -11.872" relative_energy_ev=0.000 molar_mass_g_mol=807.83 multiplicity=5 total_charge=+1 total_energy_ev=-104801.8236
Pt -0.478 -0.599 0.516
O -3.189 -3.560 -0.748
C -2.331 -2.718 -0.592
O -1.972 -2.208 0.536
C -1.593 -2.209 -1.827
C -1.955 -2.654 -3.088
C -1.250 -2.197 -4.185
C -0.183 -1.330 -3.988
C 0.120 -0.934 -2.701
N -0.583 -1.354 -1.648
H -2.780 -3.348 -3.165
H -1.519 -2.516 -5.183
H 0.406 -0.962 -4.815
H 0.943 -0.263 -2.503
C 2.584 1.418 -0.319
N 1.953 0.126 -0.072
C 2.730 -0.887 0.022
C 2.193 -2.178 0.346
C 2.845 -3.454 0.388
C 1.883 -4.349 0.729
C 0.651 -3.584 0.896
N 0.863 -2.310 0.665
C 1.988 2.198 -1.468
C 2.844 2.893 -2.314
C 2.338 3.679 -3.340
C 0.967 3.774 -3.533
C 0.107 3.082 -2.692
C 0.615 2.304 -1.663
H 3.658 1.289 -0.483
H 2.463 2.007 0.595
H 3.808 -0.797 -0.118
H 3.886 -3.639 0.184
H 1.979 -5.414 0.856
H -0.331 -3.941 1.172
H 3.916 2.823 -2.174
H 3.016 4.212 -3.991
H 0.573 4.385 -4.333
H -0.964 3.147 -2.835
H -0.064 1.768 -1.011
Cl 0.327 1.828 2.488
C -1.076 2.131 1.536
C -1.555 1.095 0.676
C -2.749 1.410 -0.048
Cl -3.449 0.234 -1.057
C -3.366 2.650 0.025
Cl -4.773 2.996 -0.882
C -2.822 3.639 0.857
Cl -3.549 5.161 0.950
C -1.665 3.370 1.629
Cl -1.034 4.594 2.641
C -1.194 -0.018 5.007
C -0.436 -1.101 4.297
C 0.296 -2.117 5.135
O -0.416 -1.182 3.085
H -1.662 -0.400 5.913
H -1.938 0.426 4.351
H -0.483 0.756 5.310
H 0.372 -1.825 6.179
H 1.288 -2.287 4.718
H -0.252 -3.059 5.074

45
Properties=species:S:1:pos:R:3 method="wB97M-V/def2-TZVPD" largest_force_ev_per_a=5.02 smiles="O=C1c2ccccc2C(=O)c2c1c1c3nc4ccccc4nc3c3cccc4c3c1n2S4(=O)=O" homo_ev=-8.589 relative_energy_ev=1.413 molar_mass_g_mol=461.46 multiplicity=1 total_charge=0 total_energy_ev=-50633.5121
O 0.603 1.717 -2.041
C -0.448 1.348 -1.597
C -1.709 1.430 -2.423
C -1.564 1.707 -3.836
C -2.750 1.750 -4.584
C -4.032 1.524 -4.003
C -4.131 1.134 -2.678
C -2.978 1.039 -1.888
C -2.972 0.428 -0.591
O -4.058 0.143 -0.082
C -1.702 0.238 0.184
C -0.518 0.775 -0.234
C 0.412 0.530 0.880
C 1.776 0.854 1.159
N 2.400 1.692 0.373
C 3.681 1.894 0.653
C 4.343 2.811 -0.084
C 5.738 2.926 0.087
C 6.460 2.149 1.014
C 5.757 1.261 1.898
C 4.387 1.185 1.709
N 3.766 0.319 2.542
C 2.479 0.183 2.311
C 1.610 -0.587 3.150
C 2.058 -1.243 4.300
C 1.180 -2.083 4.958
C -0.143 -2.291 4.517
C -0.658 -1.584 3.394
C 0.277 -0.832 2.802
C -0.233 -0.193 1.762
N -1.488 -0.465 1.370
S -2.214 -1.528 2.533
O -3.212 -0.835 3.303
O -2.665 -2.776 1.908
H -0.614 1.744 -4.361
H -2.636 2.048 -5.554
H -4.952 1.464 -4.586
H -5.093 0.773 -2.381
H 3.684 3.435 -0.709
H 6.319 3.546 -0.538
H 7.500 2.457 1.222
H 6.293 0.558 2.444
H 3.098 -1.223 4.712
H 1.559 -2.614 5.798
H -0.794 -3.000 4.999